The following is a quantum chemistry calculation of a cluster of 2 separate species, C5H13NO in total in a non-equilibrium geometry, from the Open Molecules 2025 dataset.

```
20
C5H13NO (ωB97M-V with the def2-TZVPD basis set)
C -0.5042 0.9956 0.6061
C -1.1859 0.6748 -0.6511
C -0.8350 -0.6425 -1.4034
C -1.7892 -3.0410 -1.0977
C -1.2313 -1.8661 -0.6386
N 0.9701 0.8137 0.5098
H -0.8631 1.9792 1.0003
H -1.0501 0.2948 1.2008
H -0.9633 1.5596 -1.3484
H -2.1865 0.6017 -0.4024
H -1.1244 -0.6547 -2.4726
H 0.2789 -0.6699 -1.5272
H -1.7749 -3.7851 -0.4577
H -2.2593 -3.0639 -2.0948
H -0.9732 -1.8185 0.4558
H 1.1606 1.4834 -0.1346
H 1.2894 -0.1623 0.3847
H 2.7762 1.7943 1.6312
H 4.3511 1.8053 2.2306
O 3.4776 2.2769 2.1342
```

Summary:
- HOMO level: -9.490 eV
- Energy above the lowest of the compared OMol25 structures with the same formula, charge and spin: 2.837 eV
- Structure (SMILES): C=CCCCN.O
- Gap between HOMO and LUMO: 0.382 hartree



The following is a quantum chemistry calculation of a cluster of 2 separate species, C5H13NO in total in a non-equilibrium geometry, from the Open Molecules 2025 dataset.

```
20
C5H13NO (ωB97M-V with the def2-TZVPD basis set)
C -1.2157 0.3981 0.4087
C -2.1960 1.2250 1.2101
C 0.2459 0.7601 0.8129
O 0.9208 -0.0729 1.3760
N 0.6387 2.0692 0.7067
H -1.3485 -0.6745 0.5927
H -1.2037 0.4842 -0.6912
H -1.8126 1.2059 2.2363
H 1.4627 2.2262 1.2735
H 0.1996 2.8248 0.2181
H -3.1428 0.6812 1.1319
H -2.3739 2.2609 0.9051
C 0.6949 -1.7004 -1.3937
C 1.0341 -2.4588 -2.6300
H -0.3646 -1.5272 -1.2111
H 0.9293 -2.2474 -0.4527
H 1.1659 -0.7257 -1.1683
H 1.9661 -3.0298 -2.5489
H 1.2350 -1.8121 -3.4916
H 0.1817 -3.0961 -2.9843
```

Summary:
- HOMO level: -9.609 eV
- Energy above the lowest of the compared OMol25 structures with the same formula, charge and spin: 0.639 eV
- Structure (SMILES): CCC(N)=O.CC
- Gap between HOMO and LUMO: 0.384 hartree



The following is a quantum chemistry calculation of a cluster of 2 separate species, C5H13NO in total in a non-equilibrium geometry, from the Open Molecules 2025 dataset.

```
20
C5H13NO (ωB97M-V with the def2-TZVPD basis set)
C 1.6380 -0.1935 0.1813
C 0.7972 0.0273 1.4548
C 3.1265 0.1226 0.4669
H 1.6466 -1.2752 -0.0029
H 1.1240 0.2797 -0.6359
H 1.1270 0.8550 2.0967
H 3.7074 -0.7435 0.7336
H 3.6239 0.5625 -0.3991
H 0.8187 -0.7915 2.1626
H -0.1927 0.3211 1.1098
H 3.2516 0.8984 1.2288
C -2.7841 0.6918 -0.1157
C -2.5891 -0.4516 -1.1049
O -3.5133 -1.2066 -1.3133
N -1.4463 -0.5556 -1.8646
H -1.8325 1.1553 0.1234
H -3.3367 0.3710 0.7517
H -1.3242 -1.3919 -2.4159
H -0.5488 -0.1327 -1.7138
H -3.2931 1.4573 -0.7435
```

Summary:
- HOMO level: -9.756 eV
- Energy above the lowest of the compared OMol25 structures with the same formula, charge and spin: 0.634 eV
- Structure (SMILES): CC(N)=O.CCC
- Gap between HOMO and LUMO: 0.389 hartree



The following is a quantum chemistry calculation of the molecule C5H13NO in a non-equilibrium geometry, from the Open Molecules 2025 dataset.

```
20
C5H13NO (ωB97M-V with the def2-TZVPD basis set)
C -0.9271 -1.1808 0.0704
O -1.3607 -2.0182 -0.9534
C -0.8405 0.2827 -0.3698
C 0.5052 1.0388 -0.0426
C 1.8428 0.2717 -0.2264
C 2.6661 0.5190 1.0826
N -1.9841 1.0303 0.2191
H -1.4075 -1.3117 1.0579
H 0.0715 -1.5395 0.4093
H -2.3307 -1.9117 -1.2788
H -0.9044 0.2062 -1.5449
H 0.4629 1.9706 -0.6667
H 0.2580 1.4579 1.0670
H 1.9031 -0.7902 -0.3814
H 2.4126 0.7304 -1.0993
H 3.7225 -0.0291 0.9755
H 2.2063 0.0811 1.9491
H 2.8397 1.5201 1.2182
H -2.1162 0.8876 1.1594
H -1.8227 2.0733 0.1431
```

Summary:
- HOMO level: -9.176 eV
- Energy above the lowest of the compared OMol25 structures with the same formula, charge and spin: 2.318 eV
- Structure (SMILES): CCC[C@H](N)CO
- Gap between HOMO and LUMO: 0.376 hartree



The following is a quantum chemistry calculation of a cluster of 2 separate species, C5H13NO in total in a non-equilibrium geometry, from the Open Molecules 2025 dataset.

```
20
C5H13NO (ωB97M-V with the def2-TZVPD basis set)
C 0.0074 0.1759 -1.7844
C -0.9456 -0.6782 -2.6362
C 0.1055 1.7198 -2.1223
H -0.2522 0.2223 -0.7280
H 0.9639 -0.2935 -1.7801
H -0.8844 -0.2712 -3.6265
H -2.0020 -0.7668 -2.4786
H 1.0946 2.0782 -2.5036
H -0.6263 1.7921 -3.0204
H -0.6101 -1.6890 -2.6368
H -0.2964 2.4477 -1.4428
C 1.1270 -0.7222 3.4597
C -0.0445 -0.9821 2.6480
O -0.7106 -2.0247 2.7295
N -0.3093 0.0216 1.6755
H -1.1091 -0.1629 1.0740
H 0.1011 0.8583 1.6487
H 1.5915 -1.5261 4.2330
H 0.8638 -0.0697 4.4049
H 1.9359 -0.1292 2.8864
```

Summary:
- HOMO level: -9.956 eV
- Energy above the lowest of the compared OMol25 structures with the same formula, charge and spin: 1.764 eV
- Structure (SMILES): CC(N)=O.CCC
- Gap between HOMO and LUMO: 0.394 hartree



The following is a quantum chemistry calculation of the molecule C5H13NO in a non-equilibrium geometry, from the Open Molecules 2025 dataset.

```
20
C5H13NO (ωB97M-V with the def2-TZVPD basis set)
C 2.0192 -0.4778 -1.1767
N 0.5736 -0.4219 -0.8330
C 0.2043 0.3152 0.3747
C -1.3227 0.1305 0.5863
C -1.6375 -1.3675 1.1306
O -1.9403 0.4178 -0.6594
C 0.5340 1.6987 0.1600
H 2.6566 -0.3505 -0.2552
H 2.0915 0.4318 -1.8040
H 2.2471 -1.1819 -1.8864
H 0.2969 -1.4209 -0.7772
H 0.5635 -0.2885 1.2352
H -1.9234 0.7959 1.2575
H -1.0780 -2.0415 0.4297
H -2.7862 -1.5924 0.9933
H -1.0188 -1.3597 2.0840
H -1.2311 0.0908 -1.2452
H 0.4796 1.9973 -0.8814
H -0.1788 2.4430 0.6984
H 1.4504 2.1816 0.5687
```

Summary:
- HOMO level: -9.242 eV
- Energy above the lowest of the compared OMol25 structures with the same formula, charge and spin: 2.609 eV
- Structure (SMILES): CN[C@@H](C)[C@H](C)O
- Gap between HOMO and LUMO: 0.375 hartree



The following is a quantum chemistry calculation of a cluster of 2 separate species, C5H13NO in total in a non-equilibrium geometry, from the Open Molecules 2025 dataset.

```
20
C5H13NO (ωB97M-V with the def2-TZVPD basis set)
C 2.7056 0.2120 -2.8408
C 2.2926 0.3519 -1.3723
C 1.0655 1.2779 -1.3585
C 0.1375 1.3342 -0.3754
N 0.4059 1.2944 0.9888
C -0.6346 0.8904 1.9431
H 3.3712 -0.6480 -2.9862
H 3.1897 1.0868 -3.2710
H 1.8907 -0.0633 -3.5088
H 2.0076 -0.6244 -0.9936
H 3.1158 0.9228 -0.9408
H 1.1273 2.0407 -2.1268
H -0.8700 1.5702 -0.7085
H 1.1781 0.6454 1.1243
H -0.3496 -0.0529 2.4151
H -0.8092 1.6064 2.7431
H -1.5739 0.6677 1.4374
H -4.4669 -3.9343 3.1585
H -4.3189 -4.2276 1.6594
O -4.9449 -3.9246 2.3212
```

Summary:
- HOMO level: -7.425 eV
- Energy above the lowest of the compared OMol25 structures with the same formula, charge and spin: 2.776 eV
- Structure (SMILES): CC/C=C\NC.O
- Gap between HOMO and LUMO: 0.298 hartree



The following is a quantum chemistry calculation of the molecule C5H13NO, from the Open Molecules 2025 dataset.

```
20
C5H13NO (ωB97M-V with the def2-TZVPD basis set)
C 1.3229 0.0850 -0.0645
C 2.1293 1.1291 0.6854
O 1.8543 2.4323 0.1492
C -0.1532 0.2223 0.3119
N -1.0714 -0.4328 -0.6216
C -2.4484 -0.1002 -0.2723
C -0.8787 -1.8787 -0.6286
H 1.6984 -0.9092 0.1941
H 1.3962 0.2098 -1.1484
H 3.2057 0.9497 0.6220
H 1.8136 1.1167 1.7282
H 2.6916 2.8583 -0.0313
H -0.2950 -0.1307 1.3542
H -0.3915 1.2837 0.2934
H -3.0765 -0.1022 -1.1740
H -2.8814 -0.8467 0.3973
H -2.4873 0.8964 0.1691
H -1.1779 -2.2772 -1.5968
H 0.1806 -2.0999 -0.5268
H -1.4313 -2.4056 0.1596
```

Summary:
- HOMO level: -8.481 eV
- Energy above the lowest of the compared OMol25 structures with the same formula, charge and spin: 1.440 eV
- Structure (SMILES): CN(C)CCCO
- Gap between HOMO and LUMO: 0.347 hartree



The following is a quantum chemistry calculation of a cluster of 2 separate species, C5H13NO in total in a non-equilibrium geometry, from the Open Molecules 2025 dataset.

```
20
C5H13NO (ωB97M-V with the def2-TZVPD basis set)
C -1.0346 -1.7158 -1.6120
C -0.6029 -2.4435 -0.3337
H -1.2201 -0.6729 -1.3316
H -0.4545 -1.8109 -2.5354
H -2.0102 -2.1222 -1.8822
H 0.4429 -2.4977 -0.0852
H -1.1680 -1.9865 0.4873
H -1.0236 -3.4787 -0.4188
C 0.8963 0.9516 0.0263
C 1.8691 0.5702 1.1862
C -0.2925 1.5781 0.7361
O -0.7466 1.1077 1.7633
N -0.7581 2.8010 0.3268
H 1.3602 1.7028 -0.5981
H 0.6912 0.0233 -0.5072
H 1.3849 0.0082 2.0032
H 2.0712 1.4979 1.6942
H -1.4575 3.2145 0.9461
H -0.7016 3.1387 -0.6155
H 2.7544 0.1342 0.7503
```

Summary:
- HOMO level: -9.784 eV
- Energy above the lowest of the compared OMol25 structures with the same formula, charge and spin: 0.532 eV
- Structure (SMILES): CCC(N)=O.CC
- Gap between HOMO and LUMO: 0.394 hartree



The following is a quantum chemistry calculation of a cluster of 2 separate species, C5H13NO in total in a non-equilibrium geometry, from the Open Molecules 2025 dataset.

```
20
C5H13NO (ωB97M-V with the def2-TZVPD basis set)
C 0.0238 1.8778 -1.6434
C 0.3787 0.6824 -0.6252
C -0.1442 -0.7253 -0.7633
C 0.5138 -1.6229 -1.5200
C -1.6004 -2.0951 0.3996
N -1.4102 -0.8422 -0.2091
H -0.8676 2.2236 -1.2455
H 0.6051 2.8416 -1.9071
H -0.2850 1.4739 -2.6832
H 0.0896 1.0876 0.4449
H 1.4338 0.4631 -0.7252
H 0.2800 -2.7296 -1.3768
H 1.3102 -1.3169 -2.1005
H -0.6727 -2.5916 0.4921
H -2.3321 -2.7566 -0.1208
H -2.0719 -1.9720 1.4310
H -1.5640 0.1337 0.3811
H 1.8925 2.2943 3.2337
H 1.9770 1.4268 4.5253
O 2.4435 2.1474 4.0126
```

Summary:
- HOMO level: -8.151 eV
- Energy above the lowest of the compared OMol25 structures with the same formula, charge and spin: 3.350 eV
- Structure (SMILES): C=C(CC)NC.O
- Gap between HOMO and LUMO: 0.317 hartree



The following is a quantum chemistry calculation of a cluster of 2 separate species, C5H13NO in total in a non-equilibrium geometry, from the Open Molecules 2025 dataset.

```
20
C5H13NO (ωB97M-V with the def2-TZVPD basis set)
C -1.5168 0.1388 1.7342
C -1.9003 1.2026 0.6217
C -1.0009 1.1999 -0.5649
C 0.3160 0.8365 -0.4111
N 1.1288 0.3265 -1.4075
C 0.7915 -1.0633 -1.9208
H -0.5604 0.3647 2.1832
H -2.2939 0.0075 2.4854
H -1.4753 -0.7875 1.1469
H -1.9416 2.1716 1.1445
H -2.9239 0.8728 0.4225
H -1.2295 1.7516 -1.4658
H 0.6670 0.9118 0.6146
H 2.0072 0.1513 -0.9266
H 1.5469 -1.5258 -2.5391
H -0.1520 -0.9576 -2.4459
H 0.7075 -1.5325 -0.9443
H 2.1682 -2.4785 1.7989
H 0.9070 -1.7703 1.4472
O 1.8648 -1.7176 1.2966
```

Summary:
- HOMO level: -7.611 eV
- Energy above the lowest of the compared OMol25 structures with the same formula, charge and spin: 2.687 eV
- Structure (SMILES): CC/C=C/NC.O
- Gap between HOMO and LUMO: 0.305 hartree



The following is a quantum chemistry calculation of a cluster of 2 separate species, C5H13NO in total in a non-equilibrium geometry, from the Open Molecules 2025 dataset.

```
20
C5H13NO (ωB97M-V with the def2-TZVPD basis set)
C 0.3665 1.3929 -1.4339
N -0.1162 0.1415 1.2344
C -0.0816 -0.5984 -0.0029
C -0.0498 -0.0200 -1.2156
C -0.7547 -0.6831 -2.3620
C -0.3581 -2.0478 0.2387
H 0.9787 1.4543 -2.3452
H -0.4785 2.0451 -1.6580
H 1.0535 1.7955 -0.6887
H 0.1127 1.1240 1.1354
H -1.0875 0.1519 1.5115
H -1.0851 -1.6792 -2.0864
H -1.6647 -0.1254 -2.5912
H -0.1630 -0.8050 -3.2696
H 0.3811 -2.3793 0.9812
H -0.0155 -2.6985 -0.5736
H -1.3364 -2.3743 0.5344
H 1.1336 2.3491 4.5931
H 1.3919 1.0324 3.9950
O 1.7730 1.9243 4.0033
```

Summary:
- HOMO level: -7.948 eV
- Energy above the lowest of the compared OMol25 structures with the same formula, charge and spin: 1.528 eV
- Structure (SMILES): CC(C)=C(C)N.O
- Gap between HOMO and LUMO: 0.324 hartree



Look up the gap between HOMO and LUMO of the first one. 0.382 hartree



Which formula does entry 9 have? C5H13NO



gap between HOMO and LUMO of number 5 (C5H13NO)? 0.394 hartree